{"formula": "C38H64N3O6P", "method": "wB97M-V/def2-TZVPD", "smiles": "CCCCCCc1c2c(c(CC=O)c(CC=O)c1P(C)O)C(=O)C(N(C)C(C)=O)=C(CC)C2=O.CCN(CC)CC.CCN(CC)CC", "lumo_ev": -1.20, "energy_ev": -66476.905, "fmax_ev_per_a": 5.04, "symbols": ["C", "C", "C", "C", "C", "C", "C", "C", "C", "C", "C", "C", "O", "C", "C", "C", "O", "C", "P", "C", "O", "C", "O", "C", "N", "C", "C", "C", "O", "C", "C", "C", "C", "O", "H", "H", "H", "H", "H", "H", "H", "H", "H", "H", "H", "H", "H", "H", "H", "H", "H", "H", "H", "H", "H", "H", "H", "H", "H", "H", "H", "H", "H", "H", "H", "H", "H", "H", "C", "C", "N", "C", "C", "C", "C", "H", "H", "H", "H", "H", "H", "H", "H", "H", "H", "H", "H", "H", "H", "H", "C", "C", "N", "C", "C", "C", "C", "H", "H", "H", "H", "H", "H", "H", "H", "H", "H", "H", "H", "H", "H", "H"], "coordinates": [[6.245686, -0.786654, 4.063270], [5.274444, -0.334013, 2.842501], [4.048639, 0.600066, 3.324490], [2.780752, 0.369459, 2.357669], [1.901923, -0.855598, 2.973260], [0.511496, -1.066862, 2.124019], [0.481974, -2.579382, 1.632766], [1.148341, -3.035196, 0.291949], [1.152869, -4.533652, -0.198707], [0.484794, -5.682658, 0.641983], [0.508739, -7.227945, 0.156145], [-0.914353, -7.491403, -0.573079], [-1.735313, -6.533152, -0.658149], [-0.178946, -5.231773, 1.992600], [-0.835068, -6.403355, 2.900400], [-2.405807, -6.600819, 2.622127], [-3.199964, -5.633587, 2.664853], [-0.187383, -3.732069, 2.483433], [-1.022091, -3.454510, 4.176737], [0.464630, -3.253792, 5.383171], [-1.985003, -2.030680, 4.187923], [1.901479, -4.885747, -1.587390], [1.450517, -5.713085, -2.417564], [3.254801, -4.032393, -1.831464], [4.485591, -4.578451, -2.421392], [4.784180, -4.040376, -3.787889], [4.562596, -6.048921, -2.345124], [4.048525, -7.086226, -3.446794], [5.060104, -6.547718, -1.285702], [3.236031, -2.664731, -1.392816], [4.500122, -1.672875, -1.507206], [4.300836, -0.862327, -2.907724], [1.927391, -2.018347, -0.692506], [1.552979, -0.848051, -0.939715], [5.814846, -0.508188, 5.091213], [6.392390, -1.934794, 4.063974], [7.269198, -0.282165, 3.964684], [4.868086, -1.267212, 2.293703], [5.898296, 0.253068, 2.085798], [4.388072, 1.700301, 3.215890], [3.802751, 0.415190, 4.434911], [3.192913, 0.066381, 1.334147], [2.163224, 1.332764, 2.277565], [1.568675, -0.595287, 4.038589], [2.458145, -1.856591, 2.933394], [0.587818, -0.300536, 1.259958], [-0.386880, -0.743028, 2.745182], [0.722528, -7.957013, 1.006638], [1.338303, -7.408495, -0.631083], [-1.152968, -8.543684, -0.960404], [-0.342119, -7.426594, 2.703533], [-0.643639, -6.193652, 4.021697], [-2.792177, -7.675424, 2.425962], [1.228829, -2.498021, 5.000815], [0.945498, -4.281802, 5.604287], [-0.015491, -2.928499, 6.382440], [-1.466318, -1.384444, 4.737482], [5.070279, -4.825793, -4.563134], [5.713552, -3.356772, -3.673997], [3.925269, -3.355949, -4.094161], [3.536944, -7.972494, -2.921014], [4.961518, -7.442604, -4.040059], [3.244289, -6.594620, -4.114745], [4.393148, -0.886002, -0.672726], [5.490908, -2.234550, -1.445451], [5.106245, -1.181066, -3.651808], [3.290744, -1.122202, -3.399597], [4.320796, 0.270236, -2.780371], [-1.793226, 5.693042, -0.407898], [-0.666126, 4.902430, -1.063088], [0.201487, 4.219248, -0.111448], [1.430141, 3.705051, -0.715555], [1.290505, 2.606574, -1.767412], [-0.454040, 3.315665, 0.828210], [-1.280271, 2.165686, 0.252373], [-1.403565, 6.407173, 0.321931], [-2.342316, 6.256698, -1.168421], [-2.513466, 5.039509, 0.092509], [-0.067149, 5.620306, -1.633921], [-1.099557, 4.207463, -1.793281], [2.102487, 3.353904, 0.075063], [1.957784, 4.549219, -1.175943], [1.054784, 1.642800, -1.315783], [2.244480, 2.482479, -2.293673], [0.539104, 2.841171, -2.524094], [-1.108411, 3.911669, 1.474180], [0.293097, 2.902302, 1.515931], [-1.920083, 2.481878, -0.575061], [-1.933397, 1.759045, 1.029931], [-0.647598, 1.345898, -0.090358], [-5.316695, 4.548553, -2.670844], [-6.626468, 5.326500, -2.597224], [-6.829196, 6.023470, -1.331328], [-8.193381, 6.522797, -1.160446], [-8.674440, 7.603731, -2.126892], [-5.773917, 6.945924, -0.922149], [-5.419850, 8.088594, -1.873527], [-5.226902, 3.844266, -1.839988], [-5.277844, 3.975310, -3.601833], [-4.446670, 5.211365, -2.662531], [-7.433291, 4.597782, -2.730805], [-6.679252, 6.011346, -3.453003], [-8.319993, 6.884656, -0.134422], [-8.876467, 5.668787, -1.241596], [-8.240948, 8.576792, -1.893827], [-9.761585, 7.714281, -2.038212], [-8.464524, 7.358907, -3.169918], [-4.863610, 6.364224, -0.739266], [-6.019994, 7.368715, 0.058562], [-5.341240, 7.760350, -2.912848], [-4.450863, 8.511319, -1.592939], [-6.146714, 8.899489, -1.818542]], "atomic_forces_ev_per_a": [[-0.048, -0.284, -0.182], [0.048, -0.091, 0.549], [0.448, 0.353, -0.800], [0.359, -0.825, 1.262], [-0.910, 0.647, -0.703], [1.196, 0.135, -0.375], [-0.468, -3.439, -1.706], [-0.753, -1.602, 1.068], [-1.056, 0.195, 2.387], [0.551, 3.550, 0.876], [-0.366, 1.116, -0.678], [-1.368, 3.111, 0.723], [2.918, -4.110, 0.090], [1.205, 1.296, -1.400], [0.297, -0.062, -0.276], [-1.406, 2.816, 0.563], [2.692, -3.525, -0.319], [1.893, -0.243, -3.039], [-0.538, -1.483, 0.037], [-0.209, 0.665, 0.258], [2.780, -0.069, 0.810], [-0.681, -0.423, -0.702], [1.740, 2.511, 2.893], [-0.454, 2.756, 1.857], [-2.042, -1.369, -1.025], [0.907, 1.537, -0.126], [1.275, -2.413, 3.702], [-0.397, 0.925, -0.220], [-2.033, 2.054, -3.920], [0.416, -1.909, 0.119], [-1.899, 0.368, -0.558], [0.043, -0.265, -0.454], [-0.832, 0.369, -0.593], [1.505, -3.692, 1.053], [0.546, -0.336, -1.583], [-0.135, 1.921, -0.039], [-1.446, -0.805, 0.207], [0.578, 1.436, 0.948], [-0.916, -0.852, 0.931], [-0.528, -1.698, 0.361], [0.234, 0.209, -1.760], [-0.812, 0.553, 1.248], [0.715, -1.524, 0.041], [0.907, -0.406, -1.355], [-0.497, 1.617, 0.324], [-0.347, -1.721, 1.089], [1.102, -0.921, -0.886], [-0.520, 1.006, -1.083], [-1.364, 0.465, 1.257], [0.316, 1.282, 0.360], [-0.571, 1.735, 0.104], [-0.648, -0.205, -1.849], [0.623, 1.415, 0.252], [-0.836, -1.094, 0.841], [-0.830, 1.630, -0.747], [0.860, -0.294, -1.522], [-0.895, -0.391, -0.826], [-0.761, 0.869, 1.137], [-1.444, -1.122, -0.321], [1.175, -1.192, -0.041], [1.105, 1.476, -0.627], [-1.442, 0.435, 0.751], [1.529, -0.796, 0.891], [0.340, -1.452, -1.094], [-1.502, 0.732, -0.069], [-1.038, 0.635, 1.000], [1.539, 0.428, 0.923], [0.112, -1.578, -0.044], [-0.097, -0.090, 0.059], [-0.111, 0.041, 0.150], [0.434, -0.001, 0.115], [0.015, 0.244, -0.113], [0.227, -0.260, -0.080], [-0.291, 0.214, 0.124], [-0.031, -0.263, 0.067], [0.013, -0.099, -0.011], [0.066, -0.071, 0.029], [0.044, 0.074, -0.009], [0.190, -0.217, 0.062], [-0.092, -0.005, -0.121], [-0.191, 0.001, 0.094], [-0.176, 0.068, 0.054], [-0.060, 0.042, -0.117], [-0.089, 0.014, 0.064], [-0.011, 0.011, 0.081], [0.037, 0.063, -0.132], [0.139, 0.118, -0.215], [0.060, 0.011, 0.039], [0.014, 0.024, -0.033], [-0.085, 0.038, -0.122], [0.104, 0.096, 0.004], [0.178, -0.040, 0.101], [-0.291, 0.026, 0.281], [-0.015, -0.251, -0.029], [-0.310, 0.219, 0.022], [0.281, -0.241, -0.015], [0.083, 0.247, -0.003], [-0.018, 0.104, 0.000], [-0.034, 0.081, 0.076], [-0.040, -0.071, 0.032], [-0.123, 0.221, 0.153], [0.007, 0.003, -0.152], [0.209, -0.012, -0.044], [0.169, -0.045, -0.065], [0.030, -0.047, -0.116], [0.121, -0.024, 0.000], [0.059, 0.011, 0.065], [-0.106, -0.068, -0.098], [-0.226, -0.132, -0.119], [-0.033, -0.014, 0.064], [-0.033, -0.029, -0.010], [0.022, -0.047, -0.127]], "mulliken_charge": [-1.04, 0.00, -0.92, 0.69, -0.81, 0.47, -0.06, 0.44, 0.39, 0.05, -1.24, 0.09, -0.45, 0.16, -1.10, 0.06, -0.45, 0.98, 0.21, -0.83, -0.51, -0.19, -0.59, 0.19, 0.31, -0.79, 0.54, -0.98, -0.59, 0.14, -0.23, -1.14, -0.01, -0.62, 0.27, 0.28, 0.26, -0.02, 0.36, 0.31, 0.38, -0.35, -0.20, 0.29, 0.48, -0.71, 0.44, 0.52, 0.16, 0.33, 0.23, 0.46, 0.30, 0.14, 0.30, 0.36, 0.31, 0.37, 0.19, 0.28, 0.30, 0.35, 0.28, -0.19, 0.50, 0.28, 0.27, 0.35, -1.29, -0.37, 0.14, -0.81, -0.54, -0.52, -0.54, 0.29, 0.42, 0.28, 0.44, 0.24, 0.36, 0.40, -0.05, 0.32, 0.31, 0.31, 0.13, 0.22, 0.38, -0.11, -1.35, -0.38, 0.09, -0.69, -0.95, -0.30, -1.08, 0.30, 0.47, 0.24, 0.45, 0.25, 0.34, 0.42, 0.22, 0.39, 0.27, -0.03, 0.32, 0.22, 0.43, 0.34]}

{"formula": "C19H48F3N6O13S2", "method": "wB97M-V/def2-TZVPD", "total_charge": 3, "lumo_ev": -7.41, "energy_ev": -85836.021, "relative_energy_kcal_mol": 18.63, "fmax_ev_per_a": 6.10, "symbols": ["S", "O", "O", "O", "O", "C", "C", "O", "N", "H", "H", "C", "H", "H", "H", "H", "H", "H", "C", "C", "O", "N", "H", "H", "C", "H", "H", "H", "H", "H", "H", "C", "C", "O", "N", "H", "H", "C", "H", "H", "H", "H", "H", "H", "C", "C", "O", "N", "H", "H", "C", "H", "H", "H", "H", "H", "H", "C", "C", "O", "N", "H", "H", "C", "H", "H", "H", "H", "H", "H", "C", "C", "O", "N", "H", "H", "C", "H", "H", "H", "H", "H", "H", "C", "F", "F", "F", "S", "O", "O", "O"], "coordinates": [[0.469716, -0.046918, 0.147317], [-0.964211, -0.031962, 0.107913], [0.999889, -0.985495, 1.112634], [0.945945, -0.489378, -1.108287], [0.943354, 1.274469, 0.537270], [-0.171402, 5.110613, -2.313871], [0.109108, 3.695843, -1.836187], [0.592359, 2.845319, -2.606055], [-0.087809, 3.424482, -0.349266], [-1.089700, 3.319262, -0.276756], [0.265726, 2.521166, -0.067983], [0.496100, 4.558060, 0.640630], [0.348184, 5.347157, -3.242404], [0.275991, 5.887708, -1.694146], [-1.233186, 5.314984, -2.451543], [0.334873, 5.624478, 0.482938], [1.576734, 4.432034, 0.573850], [0.271665, 4.255470, 1.663450], [-2.411526, -2.518226, -1.000531], [-1.941105, -2.139228, -2.408610], [-1.795268, -2.911913, -3.392572], [-1.333444, -0.734846, -2.411750], [-2.062407, -0.043362, -2.309044], [-0.717710, -0.549521, -1.632883], [-0.509076, -0.377346, -3.674987], [-2.832206, -3.523773, -1.000951], [-3.089208, -1.811463, -0.521640], [-1.580445, -2.562987, -0.296685], [-1.190452, -0.143935, -4.493117], [0.173997, -1.217361, -3.801062], [0.018569, 0.525312, -3.366923], [2.323465, -4.527152, -0.450276], [0.954075, -4.322397, 0.202909], [-0.067547, -4.668904, -0.368743], [1.030423, -3.559713, 1.545606], [1.962209, -3.708705, 1.905712], [1.055838, -2.564398, 1.375893], [-0.046725, -3.882925, 2.536753], [3.059895, -4.038737, 0.187857], [2.459659, -4.120691, -1.452439], [2.626057, -5.569988, -0.545326], [-0.947352, -4.030357, 1.940727], [-0.030236, -3.041467, 3.229400], [0.272423, -4.797498, 3.036563], [-3.818762, -1.668337, 3.757451], [-2.698477, -0.975770, 2.997650], [-1.538880, -1.182965, 3.195009], [-3.136789, 0.073903, 1.985562], [-2.508006, 0.078299, 1.195172], [-4.035017, -0.195493, 1.610442], [-3.131065, 1.457920, 2.663427], [-4.646411, -1.865524, 3.076119], [-4.169690, -1.013673, 4.555172], [-3.507410, -2.653350, 4.105165], [-4.179269, 1.733334, 2.779682], [-2.734625, 2.176305, 1.945900], [-2.474125, 1.459394, 3.533222], [1.085591, 0.528130, 3.811695], [2.461271, 1.200337, 3.724639], [3.266428, 1.310909, 4.627597], [2.773072, 1.703760, 2.309816], [2.017060, 1.623917, 1.644854], [3.030667, 2.678251, 2.373913], [3.997307, 1.037042, 1.738090], [0.282012, 0.737970, 3.105776], [0.692373, 0.646256, 4.821407], [1.140859, -0.560021, 3.842829], [3.721572, 0.049809, 1.367359], [4.917540, 1.066686, 2.321524], [4.161304, 1.603058, 0.821122], [3.845541, -2.577578, -3.518455], [3.676928, -1.715546, -2.301605], [4.110397, -1.972804, -1.202819], [2.944284, -0.436040, -2.523168], [2.635101, -0.291182, -3.473705], [2.172096, -0.526479, -1.878469], [3.821296, 0.767806, -2.139362], [2.886403, -2.809771, -3.981328], [4.268272, -3.553035, -3.277864], [4.358549, -1.921903, -4.222023], [4.430198, 0.609498, -1.249261], [3.092682, 1.519791, -1.836457], [4.328891, 1.071069, -3.055047], [-5.531354, 2.299334, -1.247435], [-5.665221, 2.464731, 0.072183], [-6.365875, 1.348721, -1.810269], [-5.679022, 3.474206, -1.843118], [-3.701747, 1.633762, -1.595199], [-2.687969, 2.590343, -1.212211], [-3.691546, 0.465023, -0.744513], [-3.681667, 1.294197, -3.023852]], "atomic_forces_ev_per_a": [[-0.744, -1.106, 3.836], [-1.754, 0.352, 0.407], [0.643, -0.866, 1.794], [1.212, -0.466, -3.982], [1.055, 1.866, -0.108], [0.416, 0.220, 0.133], [2.211, -0.872, -3.212], [-1.751, 2.012, 3.609], [-0.041, 3.851, -0.536], [-1.269, 0.171, 0.133], [0.954, -1.152, 0.225], [0.810, -1.935, -0.423], [-0.243, -0.857, -0.315], [-0.383, -0.204, 0.659], [-0.079, -0.134, 0.195], [-0.918, -0.488, -0.525], [0.067, -0.049, -0.303], [-0.590, 0.052, -0.222], [-0.271, -0.437, -0.361], [1.394, -3.193, -2.051], [-0.735, 4.143, 4.411], [0.009, -0.621, -3.216], [-1.027, 0.340, -0.122], [-0.096, -0.658, 0.370], [-0.879, -0.068, 1.566], [-0.136, 0.155, -0.305], [-0.193, 0.168, -0.663], [0.493, 0.131, -0.412], [0.245, -0.437, -0.018], [-0.243, 0.126, -0.525], [0.041, -0.004, -0.253], [0.454, 0.476, 1.235], [-0.912, -1.079, -3.362], [2.041, 1.452, 2.926], [-0.322, -2.287, -0.660], [0.322, -0.572, 0.408], [-0.543, 1.840, -0.894], [1.004, -0.136, -0.227], [0.334, -0.062, -0.201], [-0.742, 0.164, 0.116], [-0.453, -0.203, 0.288], [-0.119, 0.159, 0.463], [-0.612, -0.252, -0.053], [-0.414, 0.016, 0.025], [0.019, 0.139, -1.257], [-0.094, -1.038, 1.020], [-0.472, 0.753, -0.710], [0.523, -0.048, 1.793], [0.933, 0.020, -0.866], [-0.612, 0.374, -0.191], [-0.429, -0.060, -1.336], [-0.258, 0.214, 0.040], [-0.003, -0.117, 0.144], [0.299, 0.383, 0.325], [0.258, -0.006, 0.731], [0.059, -0.235, -0.151], [-0.517, -0.220, 0.105], [-0.005, -0.262, 1.142], [-0.134, -0.765, 2.093], [-1.911, -0.002, -3.051], [2.736, -0.013, 2.107], [-1.200, -0.643, -0.695], [0.007, 0.580, 0.397], [-0.302, 0.075, -1.673], [0.626, 0.428, -0.278], [0.147, 0.707, 0.143], [0.685, -0.112, -0.569], [0.039, -0.175, 0.595], [-0.580, 0.033, 0.469], [0.351, 0.095, 0.024], [-0.886, 0.388, 0.394], [1.195, -1.873, 0.582], [-1.021, 1.106, -1.322], [3.612, 0.272, -0.146], [-0.221, -0.230, -0.321], [-1.640, 0.467, 0.937], [-1.473, 0.243, -0.116], [-0.316, 0.259, -0.048], [0.626, 0.486, -0.104], [0.523, -0.553, -0.346], [0.196, -0.668, -0.570], [0.048, 0.260, -0.340], [0.327, 0.047, 0.466], [1.741, -0.875, -1.770], [-0.569, -0.550, -0.449], [1.140, 1.910, 1.647], [-0.393, -0.558, 0.199], [-2.290, -0.321, -2.216], [0.591, 1.235, 0.665], [0.111, -1.080, 1.165], [0.291, 0.373, 1.494]], "mulliken_charge": [1.06, -0.36, -1.03, -0.66, -1.54, -1.34, 0.74, -0.46, 0.87, 0.65, -0.39, -0.90, 0.38, 0.37, 0.36, 0.36, 0.42, 0.35, -0.12, 0.68, -0.51, 1.44, -0.33, -0.63, -0.51, 0.52, 0.11, -0.45, 0.42, 0.22, 0.05, -1.13, 0.95, -0.43, 0.22, 0.49, 0.09, -0.69, 0.39, 0.10, 0.42, 0.32, 0.21, 0.40, -1.35, 0.36, -0.26, 0.96, -0.55, 0.60, -0.53, 0.45, 0.34, 0.38, 0.41, 0.06, 0.32, -0.45, 0.39, -0.45, 0.64, -0.18, 0.46, -0.95, -0.12, 0.60, 0.16, 0.30, 0.43, 0.35, -1.36, 0.73, -0.44, 0.14, 0.52, -0.15, -0.61, 0.39, 0.40, 0.44, 0.26, 0.12, 0.41, 0.50, -0.18, -0.18, -0.17, 0.80, -0.79, -0.67, -0.66]}